Computed, not measured: the molecule C4H7NO2, with ωB97M-V with the def2-TZVPD basis set.

```
! wB97M-V def2-TZVPD RIJCOSX def2/J DEFGRID3
* xyz 0 1
O -0.48 -0.26 1.17
C -0.77 -1.12 -1.12
C -0.99 -1.31 0.37
C 0.38 1.59 -0.12
H -1.33 -0.29 -1.60
H 2.50 0.69 0.90
C 0.66 0.41 0.77
H 0.99 2.45 0.17
H -0.68 1.87 -0.06
H -2.07 -1.32 0.57
H -0.56 -2.28 0.66
N 1.78 0.04 1.22
O -0.04 -1.83 -1.77
H 0.61 1.35 -1.17
*
```

Frontier orbital gap in eV: 10.742
SMILES string: [H]/N=C(\C)OCC=O
Maximum force in Eh/bohr: 0.0106
LUMO energy in eV: 0.59

Computed, not measured: the molecule C4H7NO2, with ωB97M-V with the def2-TZVPD basis set.

```
! wB97M-V def2-TZVPD RIJCOSX def2/J DEFGRID3
* xyz 0 1
H 0.87 -0.04 -1.49
C -0.18 0.17 0.43
N -1.10 1.03 0.38
H 2.27 -0.82 2.02
H -0.89 2.07 -1.44
H 1.07 -2.14 1.70
C 0.58 -0.63 -0.62
H -2.48 2.13 -0.70
C -1.63 1.47 -0.89
O 1.75 -1.05 0.06
C 1.41 -1.13 1.41
H 0.00 -1.51 -0.97
O 0.34 -0.21 1.64
H -1.98 0.66 -1.53
*
```

Frontier orbital gap in eV: 10.522
SMILES string: C/N=C1\COCO1
Maximum force in Eh/bohr: 0.0134
LUMO energy in eV: 0.85

Computed, not measured: a 2-piece molecular cluster, C4H7NO2 overall, with ωB97M-V with the def2-TZVPD basis set.

```
! wB97M-V def2-TZVPD RIJCOSX def2/J DEFGRID3
* xyz 0 1
O 0.95 0.83 -0.68
O -0.54 -1.26 0.03
N -0.93 -0.06 -0.27
H 2.75 -1.73 -0.20
C -2.18 0.36 -0.83
H -2.15 0.63 1.34
H 2.12 -1.11 1.28
H -1.12 1.92 0.64
C 1.59 -0.09 -0.33
H -2.90 -0.36 -0.78
H 3.48 -0.19 0.62
H -2.08 1.00 -1.62
C -1.65 0.89 0.46
C 2.65 -0.84 0.36
*
```

Frontier orbital gap (spin up / spin down) in eV: 7.793 / 6.877
Maximum force in Eh/bohr: 0.0588
LUMO energy (spin up / spin down) in eV: 0.55 / 0.38

Computed, not measured: the molecule C4H7NO2, with ωB97M-V with the def2-TZVPD basis set.

```
! wB97M-V def2-TZVPD RIJCOSX def2/J DEFGRID3
* xyz 0 1
C -0.23 1.33 0.09
H -0.28 1.79 -0.92
H -0.45 -0.52 -1.89
H -0.70 -1.93 -0.79
C 1.65 -0.08 0.14
O -0.86 -0.56 1.43
O 1.13 1.11 0.48
H -2.03 0.15 -0.10
C -0.97 0.00 0.13
H 2.64 -0.20 0.58
N 1.12 -1.03 -0.51
C -0.29 -0.91 -0.87
H -0.12 -1.18 1.40
H -0.59 2.03 0.84
*
```

Frontier orbital gap in eV: 10.686
SMILES string: O[C@@H]1CN=COC1
Maximum force in Eh/bohr: 0.0094
LUMO energy in eV: 0.85

Computed, not measured: the molecule C4H7NO2, with ωB97M-V with the def2-TZVPD basis set.

```
! wB97M-V def2-TZVPD RIJCOSX def2/J DEFGRID3
* xyz 0 1
O 0.79 -0.26 0.56
H 2.09 1.70 -0.60
H -2.05 -1.80 -0.04
C -0.96 -1.95 -0.15
H 1.11 2.40 0.69
C 1.06 1.93 -0.30
H 0.59 -2.11 1.30
C 0.22 0.69 -0.20
H 0.62 2.63 -1.01
H -1.25 1.23 -1.28
N -0.93 0.47 -0.69
C -0.08 -1.33 0.95
O -0.50 -2.65 -1.02
H -0.72 -0.97 1.76
*
```

Frontier orbital gap in eV: 10.379
SMILES string: [H]/N=C(\C)OCC=O
Maximum force in Eh/bohr: 0.0079
LUMO energy in eV: 0.83

Computed, not measured: the molecule C4H7NO2, with ωB97M-V with the def2-TZVPD basis set.

```
! wB97M-V def2-TZVPD RIJCOSX def2/J DEFGRID3
* xyz 0 1
C -1.26 -1.42 0.00
C 1.73 0.06 0.01
H 1.13 -0.43 0.90
H 0.69 0.91 -1.87
O -0.82 1.68 1.12
C 0.54 0.57 -0.85
H -0.62 -2.27 -0.23
H -1.15 2.58 0.95
C -0.58 -0.16 -0.32
H 2.09 0.98 0.54
O 2.55 -0.68 -0.63
N -0.70 1.14 -0.16
H -2.15 -1.46 -0.64
H -1.59 -1.45 1.05
*
```

Frontier orbital gap (spin up / spin down) in eV: 6.726 / 6.714
Maximum force in Eh/bohr: 0.0127
LUMO energy (spin up / spin down) in eV: -0.85 / -0.85

Computed, not measured: the molecule C4H7NO2, with ωB97M-V with the def2-TZVPD basis set.

```
! wB97M-V def2-TZVPD RIJCOSX def2/J DEFGRID3
* xyz 0 1
C 0.54 -0.75 0.57
H 2.13 0.38 -0.55
H -0.64 1.40 -1.09
C 1.08 0.08 -0.62
H 0.14 -1.74 0.32
N -0.50 0.27 0.76
O 0.77 -0.45 -1.88
H 1.25 -1.28 -1.98
C 0.05 1.16 -0.26
C -1.81 -0.03 0.99
H 1.22 -0.83 1.43
H -2.49 0.80 0.71
H 0.46 2.09 0.16
O -2.19 -1.09 1.45
*
```

Frontier orbital gap in eV: 10.267
SMILES string: O=CN1CC(O)C1
Maximum force in Eh/bohr: 0.0084
LUMO energy in eV: 0.71

Computed, not measured: a 2-piece molecular cluster, C4H7NO2 overall, with ωB97M-V with the def2-TZVPD basis set.

```
! wB97M-V def2-TZVPD RIJCOSX def2/J DEFGRID3
* xyz 0 1
C -0.01 -0.99 0.89
O 0.13 -1.39 2.21
H -2.26 -0.34 0.69
N -0.76 0.74 -0.31
O 2.31 -0.36 0.80
H -0.82 2.39 -2.54
H 1.09 -1.29 2.37
C 0.61 0.81 -0.49
C 1.18 -0.14 0.39
H -0.03 -1.86 0.20
H -1.39 1.37 -0.79
C -1.20 -0.18 0.51
H -0.39 2.98 -2.65
H 1.05 1.64 -1.02
*
```

Frontier orbital gap (spin up / spin down) in eV: 7.972 / 7.970
Maximum force in Eh/bohr: 0.0064
LUMO energy (spin up / spin down) in eV: 0.12 / 0.12

Computed, not measured: C4H7NO2 as an isolated structure, with ωB97M-V with the def2-TZVPD basis set.

```
! wB97M-V def2-TZVPD RIJCOSX def2/J DEFGRID3
* xyz 0 1
H -0.78 1.23 -2.39
H -1.71 0.44 0.58
O 0.49 -0.23 -1.77
H -0.62 -1.90 -0.66
C -0.23 -0.66 1.05
H 0.35 -0.69 1.98
H 0.69 1.51 1.44
H 1.65 0.58 0.16
H 1.12 -1.91 -0.04
C 0.70 1.02 0.47
O -1.54 -0.29 1.21
N -0.13 1.54 -0.45
C 0.12 -1.50 0.02
C -0.12 0.84 -1.60
*
```

Frontier orbital gap in eV: 9.057
Maximum force in Eh/bohr: 0.0090
LUMO energy in eV: -0.33

Computed, not measured: the molecule C4H7NO2, with ωB97M-V with the def2-TZVPD basis set.

```
! wB97M-V def2-TZVPD RIJCOSX def2/J DEFGRID3
* xyz 0 1
H 1.34 2.98 0.10
C -1.77 0.03 -0.11
H 0.95 1.61 -1.15
H 0.00 -2.23 -0.42
N -0.51 0.18 0.21
C -2.95 -0.17 -0.31
H -3.76 -0.53 -0.85
H 1.60 -1.37 -0.50
H 1.14 -2.43 0.80
O 0.05 1.40 0.72
O -0.04 -0.95 0.95
C 0.78 -1.76 0.16
C 1.18 1.80 -0.02
H 2.02 1.44 0.43
*
```

Frontier orbital gap in eV: 9.792
SMILES string: C#CN(OC)OC
Maximum force in Eh/bohr: 0.0966
LUMO energy in eV: 0.98

For the records above, the corresponding DFT total energy values read -9845.1553; -9845.4392; -9839.5799; -9845.7345; -9845.7517; -9839.7060; -9845.6062; -9843.7290; -9843.5508; -9839.0495 eV.
For the records above, the corresponding ΔE to the lowest compared entry with this formula, charge and spin values read 2.124; 1.840; 7.700; 1.545; 1.528; 7.574; 1.674; 3.551; 3.729; 8.230 eV.